Record 1
Formula: C2H6IN
Source: the OMol25 dataset
Level of theory: ωB97M-V/def2-TZVPD

Maximum force: 5.11 eV Å⁻¹
Highest occupied orbital energy: -8.6 eV
Frontier orbital gap: 8.6 eV
SMILES: CN(C)I

Positions of all 10 atoms, in Å:
C 0.298750 -1.372052 0.004338
C 0.205455 1.331883 0.013477
N -0.454724 0.190994 -0.531377
I -2.475883 -0.035695 0.015237
H -0.371522 -2.201220 -0.042185
H 1.209403 -1.527858 -0.688930
H 0.447735 -1.362460 1.024591
H -0.349576 2.156555 -0.268573
H 0.299890 1.213114 1.043811
H 1.190474 1.606736 -0.570388

Cartesian forces (eV/Å) of the 6 atoms listed first:
-0.075 2.908 -3.656
2.104 -0.544 -1.853
0.606 -5.065 -0.285
0.816 0.383 0.019
-0.950 -0.190 -1.136
-1.487 0.471 1.449

***

Record 2
Formula: C21H21FN2S
Source: the OMol25 dataset
Level of theory: ωB97M-V/def2-TZVPD

Maximum force: 3.92 eV Å⁻¹
Highest occupied orbital energy: -7.9 eV
Frontier orbital gap: 8.5 eV
SMILES: CN(C)Cc1ccc2n1Cc1ccccc1S[C@@H]2c1ccc(F)cc1

Positions of all 46 atoms, in Å:
F -4.365551 3.250491 2.641702
S 1.074573 -0.077077 3.018371
C 1.817762 1.921268 -0.301668
C 1.966541 1.364926 -1.601065
C 1.367060 1.015713 0.547797
C 1.726767 0.028882 -1.494021
C -1.965249 -2.796833 3.164661
C -1.986371 -3.350883 1.863284
C -2.174374 2.829108 3.503278
C -2.857265 2.130383 1.286685
C -0.996669 -1.777016 3.439237
C -0.879279 2.332724 3.345175
C -1.529847 1.847440 0.985087
C -0.985202 -2.918440 0.894577
C -3.149600 2.727538 2.486650
C -0.090812 -1.325906 2.449783
C -0.520947 1.838407 2.029209
C -0.150056 -1.859900 1.186134
N 1.473233 -0.348082 -3.962134
N 1.294008 -0.278052 -0.170679
C 0.935041 1.309430 1.870404
C 0.213142 0.191220 -4.356090
C 2.487390 -0.830728 -4.956026
C 1.623681 -0.956554 -2.635562
C 0.975599 -1.614129 0.246709
H 1.764842 2.969282 -0.242308
H 2.395736 1.971370 -2.495500
H -2.827249 -2.956616 3.841487
H -2.792563 -4.009723 1.421307
H -2.352136 3.308812 4.417668
H -3.657385 2.052105 0.534535
H -0.917500 -1.204572 4.326586
H -0.147030 2.366601 4.176590
H -1.261212 1.461687 -0.006547
H -0.959633 -3.508316 -0.047369
H 1.585690 2.029481 2.348856
H -0.416297 -0.530330 -4.900178
H -0.359760 0.615823 -3.510142
H 0.385777 0.951425 -5.106215
H 3.355168 -0.847077 -4.347740
H 2.729310 -0.018738 -5.757541
H 2.263102 -1.863255 -5.225940
H 2.382901 -1.612515 -2.559175
H 0.806285 -1.577555 -2.403638
H 0.803481 -2.242732 -0.603534
H 1.914899 -2.009087 0.657302

Cartesian forces (eV/Å) of the 6 atoms listed first:
-0.481 0.094 0.491
0.371 -1.294 0.226
-0.123 0.681 -2.493
1.683 0.835 -1.136
0.146 -3.477 -1.731
-1.109 0.046 0.311

***

Record 3
Formula: C63H76Br3N7O29
Source: the OMol25 dataset
Level of theory: ωB97M-V/def2-TZVPD

Maximum force: 4.76 eV Å⁻¹
Highest occupied orbital energy: -9.7 eV
Frontier orbital gap: 8.5 eV

Positions of all 178 atoms, in Å:
C 7.519890 -11.056250 20.090470
C 6.211000 -11.402460 19.685790
C 5.124040 -11.124040 20.570060
C 5.433210 -10.664670 21.850290
C 6.730880 -10.189520 22.146350
C 7.755850 -10.418580 21.298920
N 4.358020 -10.305280 22.829270
O 4.701920 -9.804340 23.961950
O 3.238480 -10.660200 22.616100
H 8.263920 -11.310800 19.350190
H 5.949350 -11.898970 18.763060
H 4.101340 -11.247010 20.245490
H 6.918280 -9.673590 23.076450
H 8.751140 -10.051200 21.501040
C -3.088460 -16.487220 23.641010
C -1.809710 -16.248490 24.101360
C -1.525640 -15.325570 25.022070
C -2.638620 -14.564810 25.535200
C -3.930870 -14.779900 25.041060
C -4.139130 -15.774750 24.088410
N -2.454590 -13.513370 26.547870
O -1.412040 -13.469920 27.141580
O -3.365980 -12.727850 26.757660
H -3.327660 -17.281810 22.949780
H -1.051920 -16.859140 23.633110
H -0.503080 -15.195780 25.344440
H -4.819290 -14.272290 25.386660
H -5.141610 -15.973280 23.739090
C 4.222680 -16.538080 32.502950
C 3.376830 -16.332340 31.399700
C 2.109760 -16.823060 31.479810
C 1.701550 -17.768050 32.431930
C 2.598680 -18.059360 33.428370
C 3.833260 -17.453140 33.508210
N 0.368400 -18.417290 32.347580
O -0.031840 -19.005210 33.342720
O -0.257490 -18.385510 31.306840
H 5.213170 -16.133760 32.650720
H 3.771840 -15.649250 30.662300
H 1.404320 -16.641920 30.682350
H 2.318260 -18.798080 34.164610
H 4.553810 -17.626970 34.293690
C 8.819840 -10.865710 31.386870
C 7.424290 -10.808170 31.671880
C 6.596760 -10.055580 30.901830
C 7.018200 -9.391200 29.784540
C 8.373660 -9.387280 29.519850
C 9.225820 -10.107880 30.322920
N 6.067450 -8.627110 28.939670
O 6.570500 -7.849000 28.157320
O 4.846810 -8.784080 29.126920
H 9.411880 -11.408120 32.109140
H 7.056930 -11.273050 32.574840
H 5.570620 -10.041170 31.238340
H 8.787270 -8.791110 28.719910
H 10.280940 -10.107770 30.092410
C 2.463550 -10.771670 26.243230
C 2.705350 -10.154980 27.442110
C 2.609910 -10.881050 28.621000
C 2.235350 -12.181300 28.629870
C 1.939980 -12.852370 27.434490
C 1.929470 -12.066220 26.238150
N 2.043120 -12.929500 29.902760
O 2.356340 -12.387380 30.927450
O 1.692200 -14.098390 29.856480
H 2.551390 -10.245600 25.304110
H 2.869830 -9.088300 27.481300
H 2.732580 -10.273490 29.505430
H 1.458150 -13.815030 27.347820
H 1.538820 -12.482280 25.321250
C 2.589280 -14.944120 23.515310
C 1.675700 -15.252720 22.410640
C 2.044540 -15.109610 21.091050
C 3.297250 -14.524750 20.782430
C 4.170720 -14.226150 21.853510
C 3.843660 -14.449370 23.206310
N 3.618310 -14.245340 19.370580
O 2.705510 -14.109020 18.542250
O 4.836830 -14.185400 19.113130
H 2.277710 -14.914890 24.548980
H 0.674550 -15.637820 22.536320
H 1.283300 -15.252370 20.338370
H 5.121070 -13.740880 21.686970
H 4.464770 -14.283800 24.074190
C 6.626920 -14.398290 30.896960
C 5.828430 -13.614320 30.068660
C 5.450120 -14.033390 28.791870
C 5.751000 -15.299740 28.374010
C 6.684900 -16.078210 29.162310
C 7.144100 -15.601780 30.398660
N 5.203600 -15.826230 27.057040
O 4.446160 -15.128110 26.357630
O 5.622140 -16.835420 26.587660
H 6.855140 -14.110660 31.912630
H 5.510770 -12.652790 30.444110
H 4.836440 -13.420900 28.147930
H 6.996870 -17.078870 28.902010
H 7.812950 -16.268980 30.921990
C -2.071850 -5.476700 32.340650
C -1.290600 -6.528020 31.489880
O -0.147580 -6.907260 32.192920
C 0.289030 -8.158840 32.166160
O -0.272910 -9.134110 31.575050
O 1.399190 -8.246140 32.914900
C 2.273520 -9.334050 32.663970
H -1.554720 -4.538620 32.542360
H -2.374410 -5.971580 33.263500
H -2.909680 -5.209170 31.696770
H -1.109010 -6.259170 30.449280
H -1.926140 -7.402000 31.347220
H 2.582240 -9.467820 31.627200
H 1.726560 -10.196600 33.044700
H 3.090830 -9.197230 33.372060
C -1.159160 -13.651240 36.368690
C -1.866830 -14.013100 35.029690
O -1.061850 -13.516820 33.926970
C -1.661150 -13.507690 32.698490
O -2.817200 -13.806050 32.457850
O -0.731350 -12.993200 31.870050
C -1.162670 -12.668610 30.572000
H -1.341010 -12.590190 36.539580
H -0.100940 -13.861800 36.523400
H -1.708630 -14.146250 37.169400
H -2.902090 -13.672220 35.017220
H -1.956630 -15.090290 34.889320
H -0.307180 -12.197250 30.088220
H -2.064060 -12.055980 30.589090
H -1.540750 -13.539300 30.036230
C -2.066110 -9.979770 27.671480
C -0.919930 -8.964900 27.653290
O -1.169520 -7.984120 26.572990
C -1.655680 -6.742520 26.869960
O -1.856250 -6.305480 28.010910
O -2.027470 -6.279110 25.746900
C -2.650820 -5.051840 25.640820
H -1.832080 -10.794690 28.356480
H -2.234570 -10.416120 26.686950
H -3.016950 -9.507050 27.917550
H 0.000860 -9.448530 27.327160
H -0.734330 -8.528020 28.634510
H -3.153970 -4.895730 24.686590
H -1.840380 -4.326830 25.715970
H -3.364500 -4.829930 26.434240
C -0.479480 -11.270250 22.844120
C -1.866070 -11.804590 23.206090
O -2.844630 -10.834450 22.736700
C -4.153180 -11.193320 22.620510
O -4.675280 -12.279270 22.843220
O -4.738760 -10.218230 21.946000
C -6.152130 -10.255830 21.771580
H 0.298440 -12.033540 22.862190
H -0.219680 -10.529190 23.600050
H -0.448510 -10.705220 21.912520
H -2.056840 -11.839370 24.278710
H -1.918620 -12.804710 22.775860
H -6.489010 -10.923000 20.978170
H -6.456320 -9.268990 21.422700
H -6.780910 -10.463270 22.637430
C 8.308730 -15.033100 22.896720
C 8.542920 -13.535350 23.212560
O 7.431300 -13.150000 24.023250
C 7.516350 -12.236640 24.884730
O 8.531830 -11.556050 25.061880
O 6.413910 -12.200120 25.601970
C 6.326410 -11.244070 26.637410
H 7.450080 -15.062380 22.225920
H 7.932660 -15.583460 23.759160
H 9.176980 -15.544020 22.480550
H 8.579070 -12.850720 22.365170
H 9.485250 -13.396240 23.742430
H 6.737120 -10.260460 26.409560
H 6.776010 -11.606260 27.561950
H 5.261030 -11.110440 26.825030
C 3.362710 -5.768080 28.628750
Br 1.628250 -6.744350 28.473970
Br 3.917660 -5.116150 30.394190
Br 3.135250 -4.156010 27.590980
H 4.144030 -6.364930 28.158210

Cartesian forces (eV/Å) of the 6 atoms listed first:
-1.660 -0.945 -1.440
-0.586 0.685 1.942
1.095 -0.264 0.042
0.470 1.859 -0.449
-1.472 -0.375 1.357
1.023 -0.117 -1.322